Entry from the OMol25 dataset: a 6-piece molecular cluster, C52H73BF6NO10P2 overall in a non-equilibrium geometry (ωB97M-V/def2-TZVPD).

Each line ends with the Mulliken charge.
Cartesian coordinates (Å):
C: 4.7548 -2.5804 -0.7131  -1.032
C: 4.6772 -1.3519 -1.6105  -0.229
O: 4.1433 -0.2500 -0.8959  -0.081
C: 4.1980 0.9290 -1.6892  -1.250
C: 3.0110 1.8992 -1.4585  1.626
O: 2.2103 1.5605 -0.3343  -0.645
C: 0.8212 1.8117 -0.5325  -2.205
C: 0.0143 0.5112 -0.7040  1.604
B: 0.7001 -0.4769 0.3622  0.749
C: 1.3678 -1.8783 0.0889  -0.439
O: 0.7064 -0.0198 1.6864  -0.841
O: -1.2777 0.6946 -0.1090  -0.833
P: -2.5813 0.0630 -1.0080  2.387
C: -2.3664 -1.7687 -0.4273  -0.973
C: -3.7706 0.3261 0.4824  -1.894
C: -4.8629 -0.7440 0.6015  0.237
C: -6.1632 -0.1780 1.2489  -0.906
P: -7.3792 -1.5431 1.3785  0.973
O: -6.8648 -2.8332 0.9215  -0.705
O: -7.9903 -1.6373 2.8662  -0.469
C: -7.7761 -2.9012 3.5100  -0.328
C: -6.3042 -3.0762 3.9584  -0.932
O: -8.6520 -1.1383 0.4428  -0.510
C: -8.2864 -1.1665 -0.9420  0.227
C: -8.7796 -2.4238 -1.6663  -1.344
C: -2.9689 1.7620 -1.8415  -1.147
O: -3.0716 1.5908 -3.2620  -0.047
C: -4.3812 1.6561 -3.7639  -0.384
C: -4.5946 0.4609 -4.7174  -1.137
O: -1.4861 -0.3698 -2.3397  -0.769
C: -0.2306 0.0442 -2.1736  0.244
F: -0.2045 1.2566 -3.0003  -0.443
N: 0.7701 -0.7990 -2.8331  1.485
C: 0.2898 -2.1728 -3.0578  -1.371
C: 1.1952 -0.2552 -4.0993  0.161
C: 0.4112 -0.5135 -5.3721  -1.535
O: 2.1838 0.3721 -4.1737  -0.409
H: 3.8479 -3.1755 -0.7477  0.270
H: 4.9547 -2.3285 0.3289  -0.031
H: 5.5692 -3.2334 -1.0379  0.440
H: 5.6419 -1.1167 -2.0718  0.542
H: 3.9297 -1.5830 -2.3850  0.135
H: 4.2333 0.6156 -2.7351  0.522
H: 5.1411 1.4449 -1.4593  0.356
H: 2.4463 2.0373 -2.3811  -0.261
H: 3.4835 2.8550 -1.2195  -0.577
H: 0.4453 2.2311 0.4034  0.613
H: 0.6098 2.5471 -1.3142  0.276
H: 2.1198 -2.0253 0.8726  0.114
H: 1.8903 -1.9516 -0.8572  -0.248
H: 0.6183 -2.6668 0.2384  0.511
H: -0.0343 -0.3996 2.1787  0.260
H: -3.7520 -0.3859 -1.7600  -0.260
H: -3.1276 -2.3750 -0.9175  0.337
H: -1.4147 -2.1366 -0.8144  0.107
H: -2.3232 -1.9141 0.6593  0.163
H: -4.2495 1.3160 0.4893  0.484
H: -3.1549 0.2794 1.3884  0.465
H: -5.1248 -1.2131 -0.3465  0.239
H: -4.5270 -1.5321 1.2743  0.205
H: -5.8823 0.1309 2.2564  0.397
H: -6.5439 0.6451 0.6451  0.439
H: -8.3705 -2.8809 4.4249  0.393
H: -8.1290 -3.7524 2.9325  0.272
H: -5.7667 -3.7742 3.3256  0.264
H: -6.2786 -3.3939 5.0013  0.382
H: -5.8609 -2.0812 3.9100  0.218
H: -7.2054 -1.1166 -1.0931  -0.170
H: -8.6968 -0.2780 -1.4254  0.479
H: -9.5859 -2.9284 -1.1349  0.294
H: -7.9512 -3.1208 -1.7807  0.303
H: -9.1435 -2.1641 -2.6625  0.384
H: -2.1660 2.4874 -1.6466  -0.201
H: -3.8731 2.2067 -1.4131  0.614
H: -5.1524 1.5796 -2.9932  0.324
H: -4.5115 2.5623 -4.3746  0.324
H: -4.1394 -0.4178 -4.2624  0.165
H: -5.6519 0.3002 -4.9383  0.356
H: -4.0615 0.6404 -5.6550  0.312
H: -0.6183 -2.2387 -3.6589  0.246
H: 1.0734 -2.6904 -3.6247  0.377
H: 0.1844 -2.7355 -2.1369  0.343
H: -0.6191 -0.1828 -5.2089  0.270
H: 0.8630 -0.0371 -6.2348  0.407
H: 0.3517 -1.5809 -5.5979  0.330
F: 8.0281 5.5248 -3.9639  -0.355
C: 6.7175 5.2085 -3.8719  0.371
C: 6.2187 4.1774 -4.6418  -0.489
C: 4.8729 3.8509 -4.5410  -0.613
C: 4.0475 4.5642 -3.6836  -0.444
C: 4.5660 5.6005 -2.9207  -0.139
C: 5.9119 5.9238 -3.0086  -0.526
H: 6.8782 3.6386 -5.3100  0.433
H: 4.4682 3.0390 -5.1318  0.462
H: 2.9982 4.3104 -3.6088  0.388
H: 3.9206 6.1554 -2.2565  0.423
H: 6.3375 6.7222 -2.4139  0.410
F: 4.3346 4.5185 -0.3018  -0.330
C: 3.4693 5.0311 0.5956  0.554
C: 3.1658 6.3785 0.5542  -0.420
C: 2.2682 6.8951 1.4778  -0.556
C: 1.6959 6.0640 2.4309  -0.549
C: 2.0166 4.7127 2.4589  -0.450
C: 2.9056 4.1884 1.5332  -0.341
H: 3.6277 7.0123 -0.1914  0.456
H: 2.0154 7.9472 1.4528  0.396
H: 0.9979 6.4702 3.1520  0.381
H: 1.5722 4.0643 3.2025  0.424
H: 3.1585 3.1353 1.5310  0.414
F: 5.4746 -4.4429 2.3901  -0.338
C: 4.7220 -3.9048 3.3694  0.537
C: 4.1073 -4.7374 4.2844  -0.458
C: 3.3355 -4.1806 5.2942  -0.096
C: 3.1789 -2.8032 5.3705  -0.778
C: 3.7987 -1.9802 4.4408  -0.362
C: 4.5794 -2.5307 3.4364  -0.480
H: 4.2336 -5.8084 4.2031  0.424
H: 2.8552 -4.8207 6.0190  0.337
H: 2.5719 -2.3712 6.1562  0.385
H: 3.6731 -0.9070 4.4958  0.406
H: 5.0743 -1.9013 2.7081  0.374
F: 1.7848 6.7050 -4.3474  -0.405
C: 0.6665 6.2288 -3.7590  0.430
C: -0.0749 7.0679 -2.9516  -0.588
C: -1.2276 6.5795 -2.3518  -0.571
C: -1.6162 5.2624 -2.5586  -0.649
C: -0.8559 4.4304 -3.3696  -0.087
C: 0.2926 4.9171 -3.9797  -0.340
H: 0.2493 8.0894 -2.7973  0.441
H: -1.8228 7.2282 -1.7216  0.407
H: -2.5129 4.8814 -2.0868  0.492
H: -1.1575 3.4010 -3.5266  0.372
H: 0.8943 4.2861 -4.6225  0.580
F: 2.9688 -7.2696 5.7071  -0.238
C: 2.7610 -7.7643 6.9426  0.527
C: 2.9607 -6.9504 8.0408  -0.234
C: 2.7402 -7.4656 9.3098  -0.502
C: 2.3344 -8.7840 9.4654  -0.508
C: 2.1436 -9.5885 8.3503  -0.366
C: 2.3529 -9.0762 7.0785  -0.534
H: 3.2853 -5.9280 7.9008  0.433
H: 2.8859 -6.8370 10.1784  0.351
H: 2.1670 -9.1842 10.4571  0.359
H: 1.8311 -10.6175 8.4707  0.350
H: 2.2013 -9.6848 6.1966  0.412

Properties
Charge = -1
HOMO energy = -4.714 eV
Orbital gap = 6.710 eV
E = -112633.960 eV
LUMO energy = 0.0733 hartree



Entry from the OMol25 dataset: a 3-piece molecular cluster, C27H34ClIN4O7P2 overall in a non-equilibrium geometry (ωB97M-V/def2-TZVPD).

Each line ends with the Mulliken charge.
Cartesian coordinates (Å):
C: 0.3913 0.9339 2.7160  -1.134
C: -0.0256 0.6737 1.1945  0.434
C: 0.7089 1.6116 0.0907  -0.637
N: -0.9306 -0.1942 0.7649  -0.175
C: -0.4376 -1.6160 0.8532  -0.389
O: 0.9248 -1.7881 0.4138  0.365
C: 1.6971 -2.6470 1.2959  -0.118
C: 1.9971 -2.0408 2.7533  0.338
N: 2.5614 -3.1709 3.5900  -0.663
P: 3.4262 -2.8611 0.4624  0.269
N: 3.4332 -4.2917 -0.5820  -0.603
O: 3.5805 -1.4075 -0.4770  -0.566
C: -1.5152 -2.4645 -0.0362  -0.649
I: -0.7767 -4.4289 -0.6554  0.117
N: -2.6958 -2.6664 0.8461  -0.217
C: -3.9766 -2.8431 0.1006  -0.775
C: -4.7915 -1.4622 0.1600  0.732
C: -4.2919 -0.3070 1.1021  -0.337
C: -5.0419 1.0760 1.2101  -0.571
C: -6.3300 1.2800 0.3792  -0.455
C: -6.8298 0.1228 -0.5551  -0.640
C: -6.1126 -1.2451 -0.6778  0.604
C: -6.6310 -2.4279 -1.6176  -0.996
P: -1.8368 -1.4129 -1.5922  0.563
O: -0.3491 -0.6895 -2.1376  -0.390
Cl: -2.3616 -2.6947 -3.2399  -0.303
H: 1.5219 0.8176 2.8336  0.039
H: -0.1159 0.1417 3.3786  0.294
H: 0.0387 1.9800 3.0105  0.466
H: 1.7752 1.2768 -0.1344  0.114
H: 0.7382 2.6685 0.5707  0.439
H: 0.0509 1.7332 -0.8459  -0.013
H: -0.6309 -1.9464 1.9422  0.298
H: 1.2867 -3.7068 1.4221  0.303
H: 2.7435 -1.1808 2.7724  -0.296
H: 1.0378 -1.7191 3.3020  -0.017
H: 3.5681 -3.2685 3.4072  0.317
H: 2.0620 -4.0507 3.4010  0.299
H: 4.4013 -4.6627 -0.4868  0.338
H: 3.3251 -3.9232 -1.5451  0.269
H: 3.6347 -0.6318 0.1418  0.251
H: -2.4999 -3.5600 1.3433  0.424
H: -4.6048 -3.6011 0.7139  0.429
H: -3.8791 -3.2934 -0.9441  0.188
H: -3.3590 -0.3980 1.7608  0.155
H: -4.6240 1.8914 1.9035  0.305
H: -6.8588 2.2860 0.4685  0.306
H: -7.7727 0.3517 -1.1603  0.267
H: -7.1372 -3.2490 -0.9966  0.257
H: -5.7529 -2.9398 -2.1631  0.206
H: -7.3874 -2.0556 -2.4096  0.335
H: 0.2016 -1.4460 -2.4788  0.254
O: 8.8226 2.7622 1.3214  -0.542
C: 7.7506 2.2085 1.4703  0.281
C: 7.1500 1.3952 0.3918  -0.530
C: 5.9730 0.7900 0.5555  -0.310
C: 5.2199 0.9057 1.8226  0.468
O: 4.1423 0.3502 1.9749  -0.306
C: 5.8200 1.7185 2.9006  -0.508
C: 6.9969 2.3236 2.7371  -0.351
H: 7.7149 1.3203 -0.5290  0.430
H: 5.5188 0.1910 -0.2244  0.512
H: 5.2550 1.7932 3.8216  0.411
H: 7.4515 2.9223 3.5164  0.410
O: -3.3507 3.6361 -5.0698  -0.545
C: -2.3238 3.9083 -4.4773  0.323
C: -1.4018 2.8505 -4.0122  -0.340
C: -0.2772 3.1507 -3.3609  -0.295
C: 0.0961 4.5525 -3.0776  0.404
O: 1.1240 4.8254 -2.4846  -0.566
C: -0.8258 5.6105 -3.5427  -0.378
C: -1.9503 5.3108 -4.1940  -0.362
H: -1.6892 1.8287 -4.2280  0.469
H: 0.4089 2.3887 -3.0127  0.470
H: -0.5380 6.6319 -3.3265  0.409
H: -2.6365 6.0727 -4.5423  0.411

Properties
Charge = 0
HOMO energy = -7.861 eV
Orbital gap = 5.749 eV
SMILES = CC(C)=N[C@H](O[C@H](CN)P(N)O)[C@@](I)(NCc1ccccc1C)P(O)Cl.O=C1C=CC(=O)C=C1.O=C1C=CC(=O)C=C1
E = -88034.654 eV
LUMO energy = -0.0776 hartree



Entry from the OMol25 dataset: a 8-piece molecular cluster, C16H50BN9O10 overall in a non-equilibrium geometry (ωB97M-V/def2-TZVPD).

Each line ends with the Mulliken charge.
Cartesian coordinates (Å):
N: 9.1442 4.4156 23.0475  1.719
H: 10.0726 4.1933 23.5043  0.673
H: 9.3792 4.9186 22.1572  -0.335
H: 8.5944 5.1346 23.5077  -0.081
H: 8.6810 3.5138 22.8521  -0.011
B: 10.7363 5.5066 20.7552  0.708
H: 10.5589 4.4397 20.3351  -0.327
H: 11.3024 6.1066 19.9414  -0.269
H: 9.6729 5.9316 20.9287  -1.462
H: 11.3551 5.4783 21.7267  -0.347
C: 10.8222 3.1528 25.8949  0.231
O: 11.0968 3.4814 24.6698  -0.911
O: 11.7104 2.4619 26.5431  -0.907
O: 9.7137 3.4613 26.4960  -0.809
C: 7.5976 -1.1774 19.5059  -0.878
O: 7.9098 0.1032 19.9564  -0.087
C: 8.9256 0.0175 20.9604  -0.780
C: 9.1286 1.4565 21.5081  -1.083
N: 7.9568 2.0824 22.0738  -0.081
C: 7.6754 1.6313 23.4538  0.691
C: 6.1734 1.7290 23.7112  -0.992
O: 5.6074 0.5756 23.0586  -0.320
C: 4.2178 0.4331 23.2250  -0.850
H: 8.4366 -1.6464 18.9721  0.325
H: 6.7523 -1.1731 18.8132  0.230
H: 7.3261 -1.8547 20.3264  0.329
H: 9.8793 -0.2359 20.4926  0.486
H: 8.5441 -0.6173 21.7639  0.365
H: 9.3756 1.9511 20.5593  0.310
H: 10.0334 1.6673 22.0808  0.474
H: 7.1591 2.0058 21.4592  -0.252
H: 8.1206 2.3062 24.1927  -0.682
H: 8.0336 0.6159 23.6208  0.295
H: 5.6428 2.5951 23.2984  0.276
H: 5.8669 1.6847 24.7626  0.708
H: 4.0243 -0.5801 22.8780  0.248
H: 3.6293 1.1776 22.6752  0.279
H: 3.9056 0.5567 24.2694  0.340
C: 6.8389 7.5868 23.2096  -0.777
O: 7.1540 6.6589 22.1777  0.164
C: 7.1303 7.1862 20.8692  -0.852
C: 7.0949 6.0055 19.9239  -0.523
N: 5.9380 5.1201 20.1316  -0.315
C: 5.9501 3.9745 19.2337  -0.276
C: 4.6397 3.1926 19.4117  -0.223
O: 4.4543 2.1463 18.4734  -0.472
C: 5.3502 1.0692 18.7218  -0.574
H: 5.7570 7.5874 23.3777  0.193
H: 7.2676 8.5166 22.8287  0.416
H: 7.2917 7.2629 24.1399  0.085
H: 7.9442 7.9012 20.7257  0.279
H: 6.2117 7.7562 20.6641  0.429
H: 8.0114 5.4230 20.0799  0.410
H: 6.9059 6.2995 18.8884  0.444
H: 5.8790 4.8664 21.1108  0.261
H: 6.7801 3.3515 19.6026  -0.091
H: 6.2036 4.2464 18.2101  0.437
H: 3.7819 3.8516 19.2583  0.424
H: 4.5377 2.8742 20.4558  -0.038
H: 4.9588 0.2573 18.1057  0.218
H: 5.3599 0.7328 19.7627  0.217
H: 6.3852 1.2674 18.4360  0.343
C: 10.8502 9.3767 21.2392  0.436
O: 11.3818 10.3738 21.7569  -0.775
N: 10.6232 9.3200 19.8922  -0.321
N: 10.5181 8.2837 21.9521  0.243
H: 10.2801 8.4605 19.4982  0.188
H: 10.8070 10.1423 19.3549  0.200
H: 10.4695 7.3186 21.6196  0.143
H: 10.6441 8.3890 22.9733  0.225
C: 6.3180 4.7068 26.1026  0.485
O: 6.5900 4.7861 24.9053  -0.395
N: 5.0632 5.0245 26.5673  -0.508
N: 7.1777 4.3282 27.0631  -0.310
H: 4.3981 5.2371 25.8447  0.240
H: 4.7705 4.8964 27.5137  0.135
H: 8.1500 4.0939 26.7934  0.328
H: 6.9952 4.3132 28.0466  0.178
C: 11.0287 6.6679 24.6925  0.229
O: 10.8122 7.8915 24.6039  -0.899
N: 12.1289 6.0662 24.2273  -0.171
N: 10.0712 5.8082 25.1713  -0.049
H: 12.1521 5.0462 24.1373  0.259
H: 12.8707 6.5803 23.7950  0.233
H: 9.1731 6.1195 25.4736  0.089
H: 10.3180 4.8245 25.3214  0.413

Properties
Charge = -2
HOMO energy = -0.839 eV
Orbital gap = 4.671 eV
Relative energy (zero: lowest compared OMol25 entry of this formula, charge and spin) = 0.00 kcal per mole
E = -51965.503 eV
LUMO energy = 0.1408 hartree



Entry from the OMol25 dataset: a 3-piece molecular cluster, C31H40ClINO8PS2 overall in a non-equilibrium geometry (ωB97M-V/def2-TZVPD).

Each line ends with the Mulliken charge.
Cartesian coordinates (Å):
C: -0.8952 -6.7268 1.2263  -1.136
C: -1.1979 -5.2428 0.6257  -0.230
C: -0.6058 -5.2520 -0.8790  -0.023
Cl: -1.8947 -6.0856 -1.9430  -0.185
C: -0.2188 -3.7919 -1.4235  0.049
C: 1.2992 -3.3512 -1.4634  0.984
C: 2.4282 -4.3710 -0.9061  -0.828
I: 2.2493 -4.6397 1.2880  0.060
C: 3.9273 -3.8869 -1.2147  0.044
C: 5.0635 -4.7220 -0.4006  -1.199
C: 1.7654 -1.9614 -2.0230  -0.620
C: 0.6509 -1.0070 -2.4973  0.069
C: -0.8502 -1.4241 -2.4168  0.836
C: -1.3318 -2.7983 -1.9165  0.260
O: -2.7328 -3.0749 -1.8897  -0.452
C: -3.3144 -2.5066 -0.7200  0.655
O: -2.5512 -2.1621 0.2317  -0.468
C: -4.8855 -2.3195 -0.5001  0.102
C: -5.8682 -3.5125 -0.6642  -0.251
C: -7.4048 -3.3860 -0.4180  -0.490
C: -8.0335 -2.0184 0.0200  -0.400
C: -7.0373 -0.8131 0.1581  -0.460
C: -5.5119 -0.9423 -0.0866  -0.207
C: -1.6223 -0.1438 -2.9780  0.002
O: -2.7153 -0.1107 -3.5729  -0.550
N: -0.6726 0.9730 -2.6603  -0.299
P: -0.3582 1.0487 -0.8709  0.490
C: 1.2793 1.9317 -0.5162  -0.837
C: -1.8024 1.9654 -0.0064  -0.565
C: 0.6758 0.4704 -3.1003  -0.086
O: 1.5153 1.0816 -3.7890  -0.540
H: -0.9637 -6.7411 2.3732  0.306
H: -1.6631 -7.5057 0.8603  0.304
H: 0.1457 -7.0990 0.9329  0.285
H: -2.3453 -5.1472 0.6163  0.203
H: -0.7207 -4.4131 1.2615  0.327
H: 0.2881 -5.9827 -0.8990  0.265
H: 2.2856 -5.4012 -1.3735  0.443
H: 4.0411 -2.7978 -0.8411  -0.167
H: 4.1155 -3.9951 -2.3352  0.382
H: 4.8324 -5.8357 -0.3267  0.293
H: 6.0749 -4.5548 -0.9352  0.346
H: 5.1773 -4.2056 0.6215  0.342
H: 2.8444 -1.6131 -2.0702  0.170
H: -5.4972 -4.5499 -0.9728  0.320
H: -8.1126 -4.2717 -0.5153  0.301
H: -9.1503 -1.9227 0.2021  0.325
H: -7.5023 0.1799 0.4813  0.293
H: -4.8279 -0.0239 0.0333  0.235
H: 1.2451 2.6787 0.3465  0.344
H: 2.0336 1.1078 -0.2084  0.251
H: 1.7493 2.4413 -1.4404  0.290
H: -1.7660 3.1136 -0.1740  0.021
H: -2.7568 1.5635 -0.5267  0.092
H: -1.8850 1.6869 1.1111  0.424
O: -2.1540 5.3998 0.1172  -0.693
S: -1.9141 5.4540 1.5408  1.289
O: -1.3749 4.3320 2.2758  -0.665
C: -0.9304 6.9000 1.8953  -0.748
C: -1.9532 8.0077 2.1111  -0.592
C: -3.0636 7.3873 2.9607  -0.623
C: -3.4045 6.0273 2.3486  -0.704
H: -0.2499 7.0988 1.0677  0.397
H: -0.3650 6.7031 2.8090  0.361
H: -1.5067 8.8764 2.5992  0.343
H: -2.3621 8.3329 1.1489  0.300
H: -2.7041 7.2503 3.9857  0.296
H: -3.9451 8.0308 3.0062  0.320
H: -3.7026 5.3067 3.1109  0.368
H: -4.1864 6.1136 1.5921  0.371
O: 3.9311 0.4678 0.1670  -0.587
S: 5.3211 0.6563 0.5163  1.012
O: 6.1750 -0.4445 0.9017  -0.723
C: 6.1141 1.5703 -0.7945  -0.732
C: 5.9081 3.0303 -0.4133  -0.529
C: 6.1754 3.1082 1.0913  -0.609
C: 5.4282 1.9472 1.7507  -0.702
H: 5.6669 1.3093 -1.7536  0.411
H: 7.1744 1.3079 -0.7897  0.386
H: 6.5710 3.6893 -0.9775  0.361
H: 4.8756 3.3299 -0.6210  0.234
H: 7.2498 3.0074 1.2762  0.301
H: 5.8601 4.0672 1.5086  0.334
H: 5.9613 1.5690 2.6236  0.333
H: 4.4124 2.2324 2.0302  0.371

Properties
Charge = 0
HOMO energy = -7.162 eV
Orbital gap = 6.527 eV
SMILES = CC[C@@H](Cl)c1c([C@H](I)CC)cc2c(c1OC(=O)c1ccccc1)C(=O)N(P(C)C)C2=O.O=S1(=O)CCCC1.O=S1(=O)CCCC1
E = -102236.134 eV
LUMO energy = -0.0233 hartree



- What is the charge in the first record?
  -1



- The lowest LUMO energy belongs to which entry?
  C27H34ClIN4O7P2



- Among the records above, which one has the highest E?
  C16H50BN9O10



- Among the records above, which one has the highest E?
  C16H50BN9O10